Below is a 2-piece molecular cluster, CH3Br2P overall, with properties calculated with ωB97M-V/def2-TZVPD.

Bonds (Å) are listed after each position.
Element x y z (Å)
1 C -1.72 0.07 -0.12  H5 1.064, H6 1.069, H7 1.069
2 P 2.56 -0.14 1.04  Br3 2.206, Br4 2.201
3 Br 1.99 -1.76 -0.34  P2 2.206
4 Br 2.30 1.61 -0.27  P2 2.201
5 H -2.19 -0.87 -0.28  C1 1.064
6 H -1.08 0.50 -0.85  C1 1.069
7 H -1.85 0.58 0.82  C1 1.069

Values from the calculation:
HOMO-LUMO gap (alpha / beta) = 8.59 / 7.22 eV
Charge = 0
Relative energy (zero: lowest compared OMol25 entry of this formula, charge and spin) = 309.0 kJ/mol

---

Below is one molecule with the formula CH3Br2P at a distorted geometry, with properties calculated with ωB97M-V/def2-TZVPD.

Bonds (Å) are listed after each position.
Element x y z (Å)
1 C -0.45 -0.53 -0.18  P2 1.808, Br3 1.998, H5 1.179, H6 1.307
2 P 0.92 0.62 -0.49  C1 1.808, Br4 2.194, H7 1.476
3 Br 0.17 -2.42 -0.34  C1 1.998
4 Br -0.15 2.41 0.18  P2 2.194
5 H -1.37 -0.35 -0.89  C1 1.179
6 H -0.92 -0.39 1.03  C1 1.307
7 H 1.79 0.66 0.69  P2 1.476

Values from the calculation:
HOMO-LUMO gap (alpha / beta) = 6.00 / 6.99 eV
Charge = 0
Relative energy (zero: lowest compared OMol25 entry of this formula, charge and spin) = 247.0 kJ/mol
Spin multiplicity = 3
<S²> = 2.006

---

Below is a 2-piece molecular cluster, CH3Br3P overall at a distorted geometry, with properties calculated with ωB97M-V/def2-TZVPD.

Bonds (Å) are listed after each position.
Element x y z (Å)
1 C -0.16 0.10 -0.33  P2 1.797, H6 1.117, H7 1.078, H8 1.027
2 P -0.55 0.46 -2.05  C1 1.797, Br3 2.217
3 Br 1.39 1.17 -2.85  P2 2.217
4 Br 0.03 -2.58 -2.47  Br5 2.307
5 Br 0.15 -4.52 -3.72  Br4 2.307
6 H 0.63 0.81 0.02  C1 1.117
7 H 0.17 -0.91 -0.20  C1 1.078
8 H -0.99 -0.18 0.21  C1 1.027

Values from the calculation:
HOMO-LUMO gap = 6.36 eV
Charge = +1
Relative energy (zero: lowest compared OMol25 entry of this formula, charge and spin) = 317.5 kJ/mol